1.
Density functional theory data (the ωB97M-V functional and the def2-TZVPD basis) for C3H5N5 as an isolated structure at a distorted geometry.

As for the energy above the lowest of the compared OMol25 structures with the same formula, charge and spin: 138.93 kcal per mole. As for the net charge: 0. The total energy comes out at -390.89701 hartree. The gap between HOMO and LUMO is 9.0 eV. As for the spin multiplicity: 1.

CARTESIAN COORDINATES (ANGSTROEM)
H1 0.68889 1.93518 -1.86380
N1 1.41596 -1.94169 -0.40064
N2 -1.18463 1.16243 0.70634
N3 -0.73599 2.02540 -0.27315
H2 -0.67179 3.27553 -0.01536
C1 -0.82214 -0.07373 0.50194
H3 2.40948 -2.44469 -0.67271
H4 -0.36384 -1.78920 0.91143
H5 -1.53917 -1.32272 2.32702
C2 0.09172 -0.15975 -0.61880
N4 -0.61833 -1.03038 1.57408
C3 0.05850 1.22870 -1.10561
N5 1.27134 -0.86507 -1.07073



2.
Density functional theory data (the ωB97M-V functional and the def2-TZVPD basis) for a 2-piece molecular cluster, C3H5NO overall at a distorted geometry.

As for the energy above the lowest of the compared OMol25 structures with the same formula, charge and spin: 128.47 kcal per mole. As for the net charge: 0. The total energy comes out at -247.10250 hartree. The gap between HOMO and LUMO is 9.0 eV. As for the spin multiplicity: 1.

CARTESIAN COORDINATES (ANGSTROEM)
C1 0.16478 -1.06244 0.44128
H1 1.20087 0.30458 -1.33600
O1 -1.51284 0.13424 -0.91239
N1 1.03215 -0.84901 1.33385
C2 -1.09907 1.29945 -0.20692
H2 -0.68607 1.98134 -0.85636
H3 -0.19201 -2.05463 0.25472
C3 -0.35644 0.02839 -0.34405
H4 1.30763 -1.59652 1.93571
H5 -1.52870 1.51494 0.86657